Computed, not measured: a gas-phase ion, C4H8NO3S (charge +1), with ωB97M-V/def2-TZVPD.

- LUMO energy: -4.57 eV
- Total charge: +1
- Total energy: -835.435169 Eh
- Largest force on an atom: 0.1141 hartree/bohr
- Multiplicity: 1

```
17
Properties=species:S:1:pos:R:3:forces:R:3
C -0.342587 1.894652 0.586934 2.5 0.9 -0.7
N 0.004880 3.154928 0.233298 -1.4 -1.1 1.9
O 0.081850 -2.530100 1.435561 -0.4 0.0 0.3
S -0.124512 -3.569521 0.201988 1.9 -0.3 -0.2
H 0.129003 1.557435 1.554960 -1.0 0.0 -0.9
O 0.940771 -4.769636 0.249234 -1.9 -0.7 0.2
H -1.058728 -0.688934 1.016291 1.1 1.3 -2.2
H 0.300218 3.735684 1.047374 -0.3 -0.4 -1.2
H 0.548109 -0.997540 -1.514715 -0.2 -1.6 -5.5
H -1.537102 -0.744074 -0.634234 -1.8 -0.6 -1.7
H -0.464115 3.634234 -0.539894 0.4 -0.3 0.1
H 1.384384 -0.185553 -0.487939 0.2 0.0 1.0
C 0.589977 -0.932479 -0.544387 -0.7 1.1 5.7
C 0.943620 -2.203499 0.267761 0.5 0.4 -1.5
C -0.753070 -0.351648 -0.103044 0.8 -0.8 4.2
O -0.832937 1.090808 -0.272504 -0.2 1.1 0.5
H 1.850923 -4.511857 0.410442 0.5 0.8 0.0
```
Forces are in eV/Å.